Entry 1:
Molecular formula: C38H36LuN6O3S5
Method: DFT, ωB97M-V with the def2-TZVPD basis set

E_tot, eV: -142868.161
Energy above the lowest of the compared OMol25 structures with the same formula, charge and spin, eV: 0.402
E_LUMO, eV: -3.62
Kohn-Sham gap, Eh: 0.24320
Net charge: +1

Each line ends with the Mulliken charge.
Element x y z (Å)
Lu (14.06734, 11.61102, 13.20703)  2.012
S (20.73988, 10.15169, 14.43568)  -0.070
C (21.71880, 11.46641, 13.92998)  -0.470
C (21.10420, 12.70454, 14.04795)  -0.789
C (19.82690, 12.55947, 14.58488)  -0.433
C (19.50817, 11.26235, 14.92023)  -0.219
C (18.16000, 10.87362, 15.35315)  0.878
C (17.11624, 11.28964, 14.56066)  -1.706
N (15.84282, 10.93023, 14.73480)  0.345
C (15.52276, 10.12600, 15.75577)  -0.190
C (16.50369, 9.53592, 16.55250)  0.999
C (15.99534, 8.57853, 17.54098)  -1.004
C (14.64204, 8.38743, 17.73246)  -1.033
C (13.61647, 9.10896, 17.00948)  0.438
C (12.23282, 8.99676, 17.18338)  -0.743
C (11.38554, 9.80602, 16.44232)  1.154
C (11.96535, 10.61001, 15.45089)  -1.363
N (13.28545, 10.67559, 15.24042)  0.372
C (14.08796, 9.94051, 15.96151)  -0.262
C (9.91800, 9.68970, 16.58808)  0.156
C (9.26242, 8.62983, 17.13458)  -0.353
C (7.86046, 8.79675, 17.19469)  -0.614
C (7.49406, 9.96670, 16.60998)  -0.270
S (8.79461, 10.86259, 15.93698)  -0.007
C (17.90253, 9.88740, 16.31144)  -0.797
H (22.76179, 11.32370, 13.72934)  0.489
H (21.62034, 13.59077, 13.85635)  0.512
H (19.15870, 13.35978, 14.82653)  0.617
H (17.28596, 11.91025, 13.73951)  0.787
H (16.67008, 7.97874, 18.17163)  0.394
H (14.47054, 7.74929, 18.52135)  0.525
H (11.82999, 8.25853, 17.91340)  0.364
H (11.38454, 11.17248, 14.78010)  0.720
H (9.78411, 7.73917, 17.57843)  0.273
H (7.11623, 8.02312, 17.67684)  0.282
H (6.51490, 10.45385, 16.43684)  0.393
H (18.66233, 9.30785, 16.82568)  0.538
C (12.32044, 8.55496, 10.41073)  -1.676
C (12.24022, 9.04453, 11.91871)  1.828
C (11.75650, 7.92658, 12.80706)  -1.959
O (13.61905, 9.42373, 12.34610)  -0.298
C (11.42852, 10.33909, 11.99468)  -0.143
O (10.25481, 10.30152, 11.73605)  -0.681
O (12.09628, 11.33015, 12.47044)  -0.621
H (13.09382, 7.76559, 10.33365)  0.388
H (12.56713, 9.42559, 9.82809)  0.342
H (11.33148, 8.21742, 10.15282)  0.467
H (12.09764, 6.98860, 12.46507)  0.503
H (10.75051, 7.88189, 12.43764)  0.593
H (11.81035, 8.04496, 13.88859)  0.241
H (14.10244, 8.64545, 12.71427)  0.203
C (16.75035, 10.11507, 11.82902)  0.084
C (17.46854, 9.64623, 10.57498)  -1.137
N (17.50688, 10.70411, 9.56821)  -0.093
C (18.05038, 11.91325, 10.04503)  -0.910
C (17.10736, 12.45779, 11.22729)  -0.302
N (16.08861, 11.43176, 11.57073)  1.575
C (15.26159, 11.25226, 10.34235)  0.754
C (16.14301, 11.05647, 9.08547)  -0.768
H (17.48139, 10.26613, 12.61472)  0.052
H (16.12496, 9.41010, 12.36406)  0.098
H (17.09218, 8.71527, 10.11829)  0.228
H (18.47747, 9.33705, 10.71350)  0.505
H (18.17156, 12.64585, 9.24435)  0.457
H (19.11408, 11.85677, 10.38605)  0.190
H (16.58722, 13.31639, 10.80806)  -0.101
H (17.61811, 12.67596, 12.16937)  0.366
H (14.57988, 12.08239, 10.20928)  -0.969
H (14.57392, 10.41594, 10.50295)  -0.157
H (16.23122, 11.98000, 8.48833)  0.257
H (15.91500, 10.25918, 8.40830)  0.361
S (14.99238, 16.94921, 10.20234)  -0.262
C (14.48808, 15.80014, 11.24839)  0.214
S (14.59693, 16.08287, 12.97357)  -0.123
C (14.07818, 14.41532, 13.28378)  0.267
N (13.90265, 13.76715, 12.16129)  0.046
N (13.96614, 14.58664, 11.03370)  0.083
C (13.31060, 14.12480, 9.85310)  -0.105
C (12.03210, 13.61451, 9.80473)  -0.464
C (11.69940, 12.96708, 8.62781)  -0.555
C (12.48586, 12.92886, 7.50793)  -0.520
C (13.78076, 13.51080, 7.52228)  -0.702
C (14.15699, 14.12077, 8.69859)  -0.108
S (13.94997, 13.76084, 14.86207)  -0.466
H (11.48233, 13.54897, 10.69124)  0.570
H (10.75640, 12.42013, 8.63329)  0.429
H (12.10644, 12.39287, 6.64591)  0.398
H (14.49263, 13.50960, 6.72486)  0.499
H (15.08095, 14.70126, 8.84194)  0.196


Entry 2:
Molecular formula: C38H37AuBN5P2
Method: DFT, ωB97M-V with the def2-TZVPD basis set

E_tot, eV: -70389.394
E_LUMO, eV: -8.09
Kohn-Sham gap, Eh: 0.17653
Net charge: +2

Each line ends with the Mulliken charge.
Element x y z (Å)
Au (-0.91110, -0.98997, -0.37400)  1.614
C (0.73480, 2.31743, -0.72970)  -1.537
N (1.83050, 1.82823, 0.04160)  0.602
C (2.48210, 0.69633, -0.53710)  -2.001
P (1.51540, -0.93647, -0.54710)  1.497
C (2.03790, -1.59537, -2.14310)  0.643
C (1.06920, -1.93947, -3.08310)  -0.387
C (1.45310, -2.44097, -4.31330)  -0.901
C (2.79860, -2.61137, -4.60050)  -0.638
C (3.76570, -2.25207, -3.67310)  -0.869
C (3.39330, -1.73027, -2.44810)  -0.462
C (2.28590, -1.86787, 0.79530)  1.088
C (3.15530, -2.93587, 0.58810)  -0.289
C (3.66100, -3.62307, 1.67600)  -0.909
C (3.28840, -3.26537, 2.96230)  -0.659
C (2.41160, -2.21067, 3.16760)  -0.826
C (1.90470, -1.51167, 2.09020)  -1.138
C (2.32200, 2.47243, 1.17170)  1.617
C (2.03560, 3.82273, 1.43600)  -0.598
C (2.55300, 4.45263, 2.54860)  -0.780
C (3.37970, 3.76883, 3.42950)  -0.678
C (3.67830, 2.43533, 3.18020)  -0.873
C (3.15530, 1.79363, 2.07670)  -0.376
P (-0.91850, 1.48793, -0.35140)  -0.050
C (-1.24020, 2.05493, 1.32970)  1.258
C (-1.38940, 3.41333, 1.60980)  -0.323
C (-1.69140, 3.80953, 2.89810)  -0.992
C (-1.82240, 2.86433, 3.90550)  -0.774
C (-1.64440, 1.51603, 3.63330)  -1.151
C (-1.36180, 1.10933, 2.34350)  -0.399
C (-1.97010, 2.41633, -1.49270)  1.401
C (-3.09340, 3.13523, -1.08650)  -0.096
C (-3.83180, 3.83263, -2.02440)  -0.911
C (-3.48020, 3.79113, -3.36470)  -0.618
C (-2.39450, 3.03483, -3.77670)  -0.720
C (-1.64200, 2.34383, -2.84770)  -0.888
H (0.92950, 2.17563, -1.79920)  0.748
H (0.55020, 3.38003, -0.55600)  0.402
H (3.43780, 0.49443, -0.04860)  0.788
H (2.67920, 0.89273, -1.60130)  0.565
H (0.02000, -1.81137, -2.84170)  0.285
H (0.70500, -2.70227, -5.04510)  0.478
H (3.09540, -3.02117, -5.55230)  0.445
H (4.81180, -2.37907, -3.90680)  0.476
H (4.14620, -1.43067, -1.73180)  0.502
H (3.43200, -3.23787, -0.41260)  0.598
H (4.34050, -4.44377, 1.51550)  0.473
H (3.67670, -3.81467, 3.80330)  0.440
H (2.11910, -1.94137, 4.17010)  0.502
H (1.20740, -0.69447, 2.23980)  0.542
H (1.44800, 4.41263, 0.75220)  0.477
H (2.32500, 5.49343, 2.72030)  0.454
H (3.79750, 4.26913, 4.28750)  0.430
H (4.32120, 1.88793, 3.85180)  0.446
H (3.38380, 0.74913, 1.93390)  0.118
H (-1.29070, 4.14603, 0.82020)  0.582
H (-1.84290, 4.85683, 3.11130)  0.533
H (-2.07600, 3.18003, 4.90410)  0.477
H (-1.74820, 0.78373, 4.41860)  0.533
H (-1.25410, 0.05653, 2.10380)  0.380
H (-3.38600, 3.16633, -0.04670)  0.469
H (-4.68480, 4.40653, -1.70430)  0.471
H (-4.05960, 4.33943, -4.08940)  0.440
H (-2.13240, 2.98523, -4.82210)  0.456
H (-0.80250, 1.74023, -3.17280)  0.246
B (-3.58820, -3.65297, -0.45460)  -0.052
N (-3.89980, -2.17307, -0.36540)  0.122
C (-5.16780, -1.72767, -0.40410)  -0.264
C (-5.17680, -0.37457, -0.13800)  -1.386
C (-3.83710, -0.05967, 0.05730)  -0.127
N (-3.08760, -1.15207, -0.08440)  -0.276
N (-2.12190, -4.02117, -0.45200)  -0.156
C (-1.71430, -5.30417, -0.44390)  -0.280
C (-0.33830, -5.33497, -0.51160)  -1.242
C (0.03030, -3.99457, -0.56420)  -0.406
N (-1.05410, -3.22357, -0.52710)  0.184
H (-4.12240, -4.20057, 0.46910)  -0.054
H (-4.09990, -4.10427, -1.43800)  -0.050
H (-5.97580, -2.39897, -0.60690)  0.491
H (-6.01780, 0.28373, -0.08960)  0.494
H (-3.39640, 0.88233, 0.32270)  0.730
H (-2.41670, -6.11157, -0.39880)  0.472
H (0.30520, -6.18887, -0.51900)  0.481
H (1.01010, -3.56947, -0.64360)  0.686


Entry 3:
Molecular formula: C38H37ClIrN4O11P2S3
Method: DFT, ωB97M-V with the def2-TZVPD basis set

E_tot, eV: -134919.189
Energy above the lowest of the compared OMol25 structures with the same formula, charge and spin, eV: 0.594
E_LUMO, eV: -2.87
Kohn-Sham gap, Eh: 0.29256
Net charge: +1

Each line ends with the Mulliken charge.
Element x y z (Å)
Ir (1.07691, 2.01228, 1.24409)  1.698
O (4.15561, 4.31960, 2.36359)  -0.655
Cl (3.63187, 3.40026, 1.43316)  1.832
O (4.44852, 3.26120, 0.28107)  -0.675
O (3.39163, 2.08999, 2.05798)  -0.643
O (2.25562, 3.80979, 1.01060)  -0.730
N (-0.25089, 0.49792, 1.57008)  -0.662
S (-1.39436, -0.13719, 0.86663)  2.001
N (-1.01304, -1.49894, -0.01098)  0.244
S (-0.20740, -1.59128, -1.31535)  0.823
N (1.32757, -1.59118, -1.22730)  0.017
S (2.32299, -0.52036, -0.51960)  1.216
N (1.94086, 0.86663, -0.19350)  0.116
C (2.97166, -1.61460, 0.75730)  0.720
C (2.87199, -2.99668, 0.60551)  -0.409
C (3.43380, -3.82294, 1.56299)  -0.801
C (4.08901, -3.27868, 2.65998)  -0.595
C (4.18692, -1.90502, 2.79649)  -0.907
C (3.63439, -1.06443, 1.83891)  -0.476
C (3.63276, -0.47415, -1.72876)  0.615
C (3.87089, -1.54945, -2.57587)  -0.521
C (4.91594, -1.46555, -3.48016)  -0.802
C (5.70837, -0.32494, -3.52512)  -0.563
C (5.46202, 0.73462, -2.66659)  -0.704
C (4.41653, 0.66823, -1.75534)  -0.670
C (-0.70631, -0.54604, -2.68031)  1.116
C (0.05784, 0.56427, -3.01423)  -0.429
C (-0.30676, 1.31496, -4.12057)  -0.917
C (-1.41347, 0.95663, -4.87495)  -0.690
C (-2.17580, -0.14751, -4.51994)  -0.875
C (-1.82756, -0.90837, -3.41639)  -0.373
C (-0.57090, -3.21603, -1.91202)  -0.237
C (0.16624, -3.69071, -2.98969)  -0.527
C (-0.11594, -4.95422, -3.47574)  -0.829
C (-1.11809, -5.71861, -2.88802)  -0.595
C (-1.84448, -5.22543, -1.81567)  -0.898
C (-1.57677, -3.95751, -1.31631)  0.133
C (-2.38955, -0.92892, 2.11016)  -0.260
C (-3.63333, -0.44607, 2.48604)  0.332
C (-4.27985, -1.05615, 3.55248)  -1.040
C (-3.68486, -2.11299, 4.22303)  -0.633
C (-2.43127, -2.57274, 3.84145)  -0.685
C (-1.76975, -1.97896, 2.78067)  -0.743
C (-2.56987, 0.55235, -0.32943)  1.031
C (-3.66656, -0.24144, -0.65105)  -1.005
C (-4.57071, 0.21089, -1.59563)  -0.961
C (-4.36075, 1.42663, -2.23418)  -0.941
C (-3.23506, 2.17702, -1.94215)  -1.184
C (-2.32802, 1.74320, -0.98388)  -0.205
H (2.35050, -3.41972, -0.23912)  0.366
H (3.35664, -4.89633, 1.45454)  0.462
H (4.52741, -3.92955, 3.40410)  0.410
H (4.70244, -1.47568, 3.64429)  0.507
H (3.73697, 0.00067, 1.93045)  0.613
H (3.25321, -2.43373, -2.52410)  0.358
H (5.11443, -2.29094, -4.15006)  0.446
H (6.52286, -0.26548, -4.23404)  0.410
H (6.08169, 1.62023, -2.69899)  0.506
H (4.20787, 1.48969, -1.08537)  0.374
H (0.91481, 0.85373, -2.42345)  0.346
H (0.28502, 2.17834, -4.39180)  0.518
H (-1.68414, 1.53886, -5.74515)  0.446
H (-3.04023, -0.42461, -5.10702)  0.457
H (-2.41664, -1.77376, -3.14393)  0.528
H (0.93630, -3.07823, -3.43855)  0.481
H (0.44499, -5.34453, -4.31327)  0.455
H (-1.33132, -6.70674, -3.27118)  0.434
H (-2.62148, -5.82508, -1.36296)  0.483
H (-2.12108, -3.55293, -0.47579)  0.395
H (-4.06625, 0.40796, 1.99235)  0.584
H (-5.24797, -0.69108, 3.86502)  0.480
H (-4.19498, -2.57566, 5.05659)  0.431
H (-1.96736, -3.39233, 4.37202)  0.461
H (-0.78827, -2.31488, 2.47502)  0.535
H (-3.81983, -1.19699, -0.17067)  0.499
H (-5.43940, -0.38850, -1.83173)  0.482
H (-5.07198, 1.78127, -2.96736)  0.450
H (-3.05726, 3.11348, -2.45285)  0.576
H (-1.45016, 2.32842, -0.75456)  0.842
C (-0.42112, 5.57429, 2.90179)  -1.682
C (-1.31063, 4.34237, 3.03751)  1.422
O (-2.48841, 4.69378, 3.73761)  -0.621
P (-0.39018, 3.05724, 3.93583)  0.036
O (-1.26655, 1.77004, 4.15358)  -0.557
O (-0.18589, 3.64904, 5.37597)  -0.501
O (0.90638, 2.75355, 3.23787)  -0.703
P (-1.75108, 3.61709, 1.41133)  0.761
O (-2.36533, 4.80071, 0.54314)  -0.583
O (-2.77469, 2.57781, 1.65031)  -0.605
O (-0.43436, 3.25730, 0.67803)  -0.962
H (-0.07362, 5.90452, 3.88003)  0.400
H (-1.01328, 6.38077, 2.46852)  0.423
H (0.44286, 5.36614, 2.27189)  0.330
H (-3.13293, 3.97814, 3.63389)  0.403
H (-1.23978, 1.19946, 3.35017)  0.304
H (0.55804, 3.27475, 5.86711)  0.381
H (-1.70482, 5.39770, 0.16949)  0.364


Among the records above, which one has the highest Kohn-Sham gap? C38H37ClIrN4O11P2S3


The lowest Kohn-Sham gap belongs to which entry? C38H37AuBN5P2


Which of these has the lowest Kohn-Sham gap? C38H37AuBN5P2


What is the E_LUMO in the second record? -8.09 eV